The following is a DFT calculation (the ωB97M-V functional and the def2-TZVPD basis) of a structure of composition C42H34AsCl2IMoN2O2.

CARTESIAN COORDINATES (ANGSTROEM)
Mo -0.040 -0.747 -0.363
I 0.276 -2.980 1.620
C 1.459 -3.965 0.113
C 2.104 -5.093 0.523
C 2.829 -5.849 -0.415
C 2.833 -5.472 -1.725
C 2.154 -4.310 -2.156
C 2.148 -3.953 -3.523
C 1.518 -2.816 -3.932
C 0.911 -1.968 -2.985
C 0.884 -2.248 -1.639
C 1.474 -3.477 -1.215
H 2.048 -5.414 1.554
H 3.360 -6.731 -0.081
H 3.365 -6.060 -2.464
H 2.661 -4.599 -4.226
H 1.501 -2.546 -4.980
H 0.484 -1.044 -3.354
Cl 1.001 2.180 -4.234
C -0.478 2.193 -3.345
C -1.561 2.962 -3.780
C -2.729 3.006 -3.058
Cl -4.046 3.972 -3.647
C -2.870 2.302 -1.846
C -4.008 2.281 -1.014
C -3.972 1.550 0.147
C -2.829 0.821 0.480
N -1.764 0.785 -0.296
C -1.769 1.517 -1.433
C -0.569 1.427 -2.191
O 0.357 0.617 -1.755
H -1.479 3.525 -4.699
H -4.892 2.835 -1.297
H -4.830 1.520 0.804
H -2.769 0.240 1.392
C -3.835 -2.446 -0.564
C -2.509 -2.532 -1.331
C -2.705 -1.978 -2.750
C -2.053 -3.993 -1.406
O -1.545 -1.752 -0.680
H -4.553 -3.151 -0.980
H -4.245 -1.438 -0.635
H -3.670 -2.685 0.489
H -3.584 -2.420 -3.221
H -1.826 -2.193 -3.359
H -2.837 -0.894 -2.700
H -2.786 -4.584 -1.957
H -1.943 -4.408 -0.403
H -1.091 -4.059 -1.916
C 2.367 -0.902 5.299
C 1.006 -0.904 5.029
C 0.534 -0.307 3.872
C 1.409 0.327 2.991
C 2.772 0.311 3.261
C 3.247 -0.303 4.410
As 0.721 1.048 1.324
C -0.516 2.440 1.963
C -0.811 3.451 1.047
C -1.603 4.527 1.405
C -2.126 4.605 2.690
C -1.858 3.597 3.601
C -1.054 2.522 3.240
C 2.110 2.323 0.845
C 2.654 2.384 -0.430
C 3.562 3.386 -0.747
C 3.927 4.327 0.202
C 3.390 4.263 1.483
C 2.484 3.268 1.801
H 2.741 -1.374 6.198
H 0.317 -1.388 5.709
H -0.526 -0.355 3.640
H 3.460 0.762 2.558
H 4.311 -0.323 4.605
H -0.397 3.404 0.044
H -1.806 5.313 0.689
H -2.724 5.458 2.985
H -2.266 3.646 4.603
H -0.829 1.765 3.979
H 2.375 1.649 -1.173
H 3.983 3.435 -1.743
H 4.628 5.111 -0.052
H 3.676 4.994 2.228
H 2.054 3.216 2.795
N 3.174 -0.837 0.148
C 2.038 -0.768 -0.067

Cartesian forces, eV/Å:
Mo 0.9061 0.1159 0.2653
I 0.5783 -0.3164 -0.4188
C -0.3853 0.1839 0.5551
C -0.1228 0.0815 0.0988
C 0.0450 -0.0465 -0.0747
C 0.0178 -0.0899 0.0812
C -0.0925 0.1487 0.1786
C 0.0158 0.0560 -0.1327
C 0.0794 -0.2153 0.0163
C -0.0289 0.1239 0.1173
C 0.0379 -0.1000 -0.2590
C 0.0465 -0.0752 -0.1171
H 0.0294 0.0002 0.0004
H 0.0046 -0.0204 -0.0461
H -0.0045 -0.0054 -0.0056
H -0.0125 0.0099 -0.0230
H 0.0110 0.0142 -0.0017
H 0.0051 0.0123 0.0431
Cl -0.0348 -0.0232 -0.0848
C 0.2044 -0.3020 0.4637
C -0.4225 0.1476 0.1536
C 0.2281 0.1964 -0.3452
Cl -0.0796 0.0303 0.0014
C 0.1980 -0.2739 0.1772
C 0.0817 -0.1151 0.1758
C -0.3281 0.2473 -0.1306
C 0.5607 -0.1773 -0.1318
N -0.7474 0.1627 0.1268
C -0.1420 0.2295 -0.2522
C -0.1455 0.0558 -0.2988
O 0.2588 0.5597 -0.7375
H 0.0265 0.0076 -0.0027
H 0.0015 0.0306 0.0073
H 0.0237 0.0144 0.0289
H -0.1165 -0.0493 0.0031
C 0.3622 0.1472 0.0760
C -0.2192 -0.3863 -0.7355
C 0.0988 -0.0493 0.1985
C 0.0597 0.2021 0.0322
O -2.0106 -1.0518 0.0491
H -0.0293 0.0137 0.0024
H -0.0612 0.0319 0.0210
H -0.0217 -0.0353 -0.0094
H 0.0132 -0.0007 -0.0411
H -0.0271 0.0284 -0.0148
H -0.0683 0.0037 -0.0362
H -0.0028 -0.0302 0.0132
H -0.0108 -0.0354 0.0232
H -0.0476 -0.0264 -0.0099
C 0.0310 0.0235 0.0235
C -0.0343 -0.0345 0.0145
C -0.0308 0.0501 -0.1178
C -0.0885 -0.1974 0.0097
C -0.0472 0.1073 -0.1554
C -0.0037 -0.0191 0.0444
As 0.6076 0.9552 1.1318
C -0.1388 0.0297 -0.0801
C 0.0339 -0.0566 -0.0533
C -0.0273 0.0081 -0.0091
C 0.0001 -0.0084 0.0616
C -0.0464 0.0446 -0.0231
C 0.1093 -0.1699 0.0074
C 0.0621 0.0761 -0.1354
C -0.0758 -0.1740 -0.0564
C 0.0382 0.0948 -0.0275
C -0.0281 -0.0268 0.0136
C 0.0556 0.0322 -0.0071
C -0.1372 -0.1455 0.0367
H 0.0038 -0.0147 -0.0076
H -0.0065 0.0040 -0.0028
H 0.0039 -0.0162 0.0520
H 0.0446 -0.0441 0.0187
H 0.0035 0.0140 -0.0041
H 0.0261 0.0764 0.0226
H 0.0108 -0.0151 -0.0239
H -0.0451 -0.0205 -0.0273
H 0.0258 0.0157 0.0102
H -0.0050 0.0371 0.0143
H 0.0189 0.0335 0.0063
H -0.0217 -0.0401 -0.0115
H 0.0133 -0.0067 0.0036
H -0.0089 -0.0137 0.0185
H 0.0282 0.0858 0.0151
N -0.0420 0.0975 0.0017
C 0.9373 -0.2125 0.2359

Properties
Orbital gap (alpha / beta), eV: 6.641 / 7.001
HOMO level (alpha / beta), eV: -7.14 / -7.70
Total charge: 0
Multiplicity: 3